No. 1
The following is a DFT calculation (wB97M-V/def2-TZVPD) of a structure of composition C29H40AlBN12O6S2.

## Properties
E_tot: -89833.4111 eV
LUMO level (spin up / spin down): -1.80 / -3.73 eV
M: 754.6 Da
Kohn-Sham gap (spin up / spin down): 8.4 / 7.9 eV
Highest occupied orbital energy (spin up / spin down): -10.186 / -11.636 eV
2S+1: 2
Total charge: +1

Element x y z (Å)
Al  0.16107  -0.09283  -0.15529
C  -3.04430  1.01202  -1.84106
C  -2.21695  -0.11371  -2.36340
C  -2.43490  -0.78161  -3.57223
C  -1.29331  -1.51379  -3.79773
N  -0.45807  -1.30892  -2.76995
N  -1.03136  -0.48253  -1.86050
B  1.06526  -1.47645  -2.74443
N  1.50989  -2.24061  -1.46367
C  2.41948  -3.21892  -1.40894
C  3.14305  -3.08838  -0.24458
C  2.63824  -1.95135  0.38179
C  3.31948  -1.23484  1.50385
N  1.60834  -1.46853  -0.33519
N  1.67615  -0.01019  -2.57529
C  2.50311  0.69939  -3.35747
C  2.49244  2.01934  -2.96905
C  1.60980  2.06814  -1.89008
C  1.10581  3.26063  -1.15306
N  1.15374  0.84474  -1.63460
N  1.47215  -2.21637  -3.99611
C  1.84189  -1.84265  -5.24836
C  1.82866  -2.95652  -6.04405
C  1.41880  -4.00481  -5.19439
C  1.21566  -5.44617  -5.53183
N  1.19673  -3.55222  -3.97346
H  -4.05284  0.69129  -1.58965
H  -3.12736  1.76392  -2.62650
H  -2.59987  1.47852  -0.96599
H  -3.29077  -0.68737  -4.21579
H  -1.00830  -2.13867  -4.62558
H  2.51153  -3.91185  -2.22665
H  3.97399  -3.68569  0.08481
H  4.37249  -1.15482  1.23383
H  3.27256  -1.77931  2.44615
H  2.93960  -0.22856  1.63883
H  3.08463  0.22752  -4.12625
H  3.04451  2.83321  -3.40273
H  0.62415  3.93897  -1.85793
H  1.90770  3.80942  -0.66102
H  0.35731  2.97576  -0.41267
H  2.02912  -0.82282  -5.52381
H  2.07354  -3.01339  -7.08952
H  1.59321  -5.66305  -6.52869
H  0.15711  -5.70516  -5.50443
H  1.73128  -6.08741  -4.81853
O  -4.35242  5.43493  2.35315
C  -4.72462  4.47238  3.28558
N  -4.52114  3.11852  2.77541
C  -3.32112  2.73960  2.30424
O  -2.35273  3.50553  2.27483
C  -3.19417  1.36236  1.77700
C  -4.21698  0.58278  1.29072
C  -3.92268  -0.66899  0.78959
C  -2.52769  -1.09754  0.69760
N  -1.52813  -0.15359  0.78928
C  -1.81096  0.81379  1.79558
H  -3.41550  5.28013  2.15946
H  -5.79104  4.59091  3.46844
H  -4.18122  4.58870  4.22993
H  -5.20475  2.41231  2.99276
H  -5.23966  0.93819  1.28182
H  -4.69143  -1.36378  0.48620
H  -2.33369  -1.88171  -0.02795
H  -1.12012  1.64772  1.76748
C  1.46003  3.15630  2.19957
N  1.50737  1.97658  3.05071
C  1.96641  2.14394  4.42865
C  1.19117  1.20433  5.32578
C  1.39497  -0.20541  4.82585
N  1.17182  -0.29279  3.37658
C  0.79174  -1.63280  2.95837
C  1.18272  0.76948  2.57067
O  0.88363  0.68488  1.32485
H  1.25618  4.02218  2.82479
H  0.65115  3.06872  1.47986
H  2.40417  3.31498  1.67230
H  1.79852  3.18288  4.70467
H  3.04235  1.94944  4.49081
H  0.13007  1.45734  5.29004
H  1.53030  1.28750  6.35682
H  0.68139  -0.88281  5.29402
H  2.40606  -0.56403  5.04440
H  -0.13312  -1.91849  3.45194
H  1.56872  -2.33381  3.27019
H  0.65746  -1.70316  1.88918
O  -3.74878  -0.27356  4.03930
S  -2.46129  -0.84401  3.80510
O  -1.51470  0.24518  3.14194
O  -1.69477  -1.33072  4.91003
S  -2.53999  -2.34302  2.40556

Forces on atoms 1 to 6 (eV/Å):
Al -0.4401 -0.0457 -0.2264
C -0.0203 -0.0291 0.1214
C 0.0519 0.1636 -0.0152
C 0.0420 -0.0301 -0.0361
C -0.0169 0.1035 -0.0179
N -0.0547 -0.0444 0.0374

No. 2
The following is a DFT calculation (wB97M-V/def2-TZVPD) of a cluster of 13 separate species, C6H35NO13 in total at a distorted geometry.

## Properties
E_tot: -34895.1666 eV
LUMO level (spin up / spin down): 2.61 / 2.39 eV
M: 329.3 Da
Kohn-Sham gap (spin up / spin down): 3.0 / 9.7 eV
Highest occupied orbital energy (spin up / spin down): -0.383 / -7.311 eV
2S+1: 2
Total charge: -1

Element x y z (Å)
C  -0.78029  3.81430  0.31715
N  -0.03447  3.76946  1.60732
C  1.30376  3.59988  1.65164
O  1.89730  2.99301  2.56487
C  -0.97824  2.52834  -0.40448
C  -0.33221  2.50527  -1.75647
C  1.18131  2.17807  -1.60104
C  2.29139  2.88977  -1.53974
H  -0.10606  4.47563  -0.19688
H  -1.77101  4.31909  0.58716
H  -0.55146  3.55458  2.41813
H  1.90311  3.92292  0.80200
H  -2.01852  2.26617  -0.69338
H  -0.81998  1.62675  0.36702
H  -0.42360  3.28356  -2.47799
H  -0.69766  1.64235  -2.26025
H  1.17476  1.07575  -1.56524
H  2.47237  3.94408  -1.71309
H  3.35065  2.56059  -1.36783
H  0.10776  -0.00668  -4.99553
H  0.96113  1.13477  -4.66932
O  0.19534  0.92097  -5.20940
H  1.96845  1.45290  1.73988
H  2.63087  -0.02460  1.68537
O  2.41700  0.77794  1.15521
H  -3.76922  -1.59582  2.17247
H  -2.40970  -1.22399  1.47884
O  -3.30115  -0.91418  1.67440
H  1.49366  -1.93372  -1.32698
H  0.99634  -3.50496  -1.67950
O  0.91129  -2.68803  -1.18154
H  2.88238  -1.65851  1.28974
H  4.11418  -0.83992  0.96003
O  3.71527  -1.40494  1.69498
H  -3.18958  -2.69918  -0.61224
H  -4.33775  -3.56918  -1.28291
O  -3.81460  -2.75287  -1.32224
H  -0.52198  -2.67961  0.01206
H  -0.38518  -2.30309  1.64347
O  -0.96760  -2.46935  0.91293
H  1.70029  -3.58352  2.85845
H  2.10141  -4.06680  1.39638
O  1.63153  -4.29296  2.23126
H  -1.42248  -2.98634  -3.49358
H  -0.66384  -1.79877  -2.82277
O  -0.69572  -2.35804  -3.58543
H  -2.95313  1.40955  -2.50489
H  -3.27304  2.01199  -3.78235
O  -3.03393  2.34098  -2.87300
H  -2.22434  -4.80505  2.29942
H  -2.06229  -3.29801  1.96704
O  -2.59681  -3.91892  2.43786
H  2.73561  -2.00860  3.42556
H  1.81088  -0.86826  3.29636
O  1.76086  -1.81879  3.46448

Forces on atoms 1 to 6 (eV/Å):
C -0.7042 1.8237 2.2205
N 0.2576 0.0145 -1.2213
C 0.5865 -1.5799 1.4212
O -0.9917 1.4884 -0.4959
C -1.8103 -2.3201 0.9488
C 3.6491 -1.2702 0.1817

No. 3
The following is a DFT calculation (wB97M-V/def2-TZVPD) of a cluster of 2 separate species, C4H5Cl5F in total at a distorted geometry.

## Properties
E_tot: -69555.7437 eV
LUMO level (spin up / spin down): -1.24 / -1.56 eV
M: 249.3 Da
Kohn-Sham gap (spin up / spin down): 7.7 / 9.5 eV
Highest occupied orbital energy (spin up / spin down): -8.982 / -11.015 eV
2S+1: 2

Element x y z (Å)
Cl  -3.56423  2.45586  0.70183
Cl  -1.64372  2.04999  0.12845
C  -1.52813  -0.98378  0.31359
C  -0.33464  -0.44913  -0.35128
C  1.03515  -0.56327  0.20115
C  2.03470  0.50987  -0.35454
Cl  3.48210  0.47831  0.69126
Cl  2.44670  0.10443  -2.04297
Cl  1.39273  2.18218  -0.37253
F  1.67652  -1.78122  -0.13522
H  -2.22494  -1.22860  -0.49887
H  -1.34695  -1.85827  0.96991
H  -2.05372  -0.17409  0.89672
H  -0.34845  -0.36815  -1.44141
H  0.97687  -0.37413  1.29391

Forces on atoms 1 to 6 (eV/Å):
Cl 0.7421 -0.1441 -0.2347
Cl -0.9508 0.8963 0.1810
C -1.0005 0.2847 0.3518
C 1.1760 -0.7896 -1.0899
C 0.1796 1.1548 0.1953
C 0.0580 -0.0751 -0.1774

No. 4
The following is a DFT calculation (wB97M-V/def2-TZVPD) of a structure of composition C3H5NO2.

## Properties
E_tot: -8776.4418 eV
LUMO level: 0.72 eV
M: 87.1 Da
Kohn-Sham gap: 10.9 eV
Highest occupied orbital energy: -10.148 eV
2S+1: 1

Element x y z (Å)
N  -1.41321  -0.10286  -0.68965
C  -0.04610  0.21241  -0.35460
C  0.27462  0.57291  1.10143
O  1.41601  -0.32266  1.08377
C  1.05305  -0.85130  -0.11683
O  1.50836  -1.82276  -0.63519
H  -1.55657  -1.02664  -1.07632
H  -1.74274  0.54057  -1.39195
H  0.38870  0.96650  -1.03038
H  0.59135  1.59789  1.28174
H  -0.47347  0.23595  1.82798

Forces on atoms 1 to 6 (eV/Å):
N 0.0698 -0.0398 -0.2997
C 0.1466 0.0380 0.0238
C -0.0848 0.3416 0.0982
O 0.1626 -0.1552 0.1007
C -0.0559 -0.5808 -0.0980
O -0.3462 0.5471 -0.0254

No. 5
The following is a DFT calculation (wB97M-V/def2-TZVPD) of a cluster of 2 separate species, C6H10O in total.

## Properties
Structure (SMILES): C[C@]12C=CC[C@H]1O2.[H][H]
E_tot: -8429.1381 eV
LUMO level: 1.08 eV
M: 98.1 Da
Kohn-Sham gap: 10.5 eV
Highest occupied orbital energy: -9.402 eV
2S+1: 1

Element x y z (Å)
C  -0.58369  0.11232  2.24038
C  -0.18339  0.00113  0.79057
C  0.63055  1.05308  0.09614
C  0.43522  1.00478  -1.22095
C  -0.60577  -0.02440  -1.60544
C  -0.93775  -0.67902  -0.27372
O  0.16547  -1.32786  0.34513
H  -0.54178  -0.88154  2.69471
H  -1.59692  0.51047  2.35677
H  0.10473  0.76869  2.78368
H  1.32645  1.70504  0.61553
H  2.47641  -1.09301  -1.43613
H  0.98699  1.57984  -1.95904
H  -1.49384  0.44695  -2.04509
H  -0.22437  -0.75150  -2.33261
H  -1.90695  -1.14572  -0.10626
H  1.94862  -1.27923  -0.94366

Forces on atoms 1 to 6 (eV/Å):
C -0.0024 0.0038 0.0162
C -0.1076 0.1828 0.1418
C 0.0351 -0.0355 -0.1460
C -0.0278 0.0614 0.1551
C -0.0317 -0.0188 0.0276
C -0.2553 0.0627 -0.0997

No. 6
The following is a DFT calculation (wB97M-V/def2-TZVPD) of an isolated molecule of C7H12O2Si at a distorted geometry.

## Properties
Structure (SMILES): C[Si](C)(C)c1cocc1O
E_tot: -19423.4594 eV
LUMO level: 0.66 eV
M: 156.3 Da
Kohn-Sham gap: 9.0 eV
Highest occupied orbital energy: -8.371 eV
2S+1: 1

Element x y z (Å)
C  3.34219  -0.33756  0.14378
C  2.07352  1.58216  -0.10674
C  2.05206  -0.73735  -0.08546
C  1.26077  0.50074  -0.21906
C  -2.40076  1.64536  -0.04139
C  -1.33619  -0.64815  1.59670
C  -1.13107  -0.80855  -1.72103
O  3.31512  1.05047  0.17578
O  1.50935  -1.97319  -0.14537
Si  -1.04385  0.26909  -0.08281
H  4.22709  -0.87111  0.67074
H  1.90535  2.66891  0.08974
H  -2.29286  2.68627  -0.20546
H  -3.31261  1.27710  -0.63179
H  -2.73437  1.65732  1.07944
H  -0.36954  -0.97039  2.07001
H  -1.89448  0.09927  2.16438
H  -1.98762  -1.48168  1.49691
H  -1.78672  -0.21183  -2.46688
H  -0.04063  -0.97637  -2.08258
H  -1.59664  -1.78855  -1.75169
H  2.24190  -2.63193  0.05277

Forces on atoms 1 to 6 (eV/Å):
C -0.3459 0.2647 1.2601
C 0.4452 -2.1016 1.3062
C 0.1667 2.1253 0.0513
C -4.0658 -0.4849 0.1623
C -1.4121 -1.6095 1.8490
C 1.3777 1.0986 -0.6310